{
  "formula": "C6H13N4",
  "method": "ωB97M-V/def2-TZVPD",
  "symbols": ["C", "C", "C", "C", "C", "C", "N", "N", "N", "N", "H", "H", "H", "H", "H", "H", "H", "H", "H", "H", "H", "H", "H"],
  "coordinates": [[2.4900, 1.4430, -0.0033], [1.1175, 1.1734, 0.0291], [1.0340, -0.2283, 0.0166], [2.6682, -2.1165, -0.0153], [-3.2077, -0.0037, 1.2459], [-3.6112, -0.1715, -1.0393], [3.1415, 0.2623, -0.0281], [2.2670, -0.7393, -0.0241], [0.0821, 2.0317, 0.0308], [-2.7483, -0.2321, 0.1019], [3.0164, 2.3742, -0.0141], [3.0847, -2.3928, 0.9559], [1.8018, -2.7431, -0.2141], [3.4187, -2.2999, -0.7863], [-4.2518, 0.2416, 1.4579], [0.1475, -0.8341, 0.0284], [-2.5371, -0.0553, 2.0921], [-3.7069, -1.1764, -1.4495], [-4.6084, 0.2222, -0.8130], [-3.1327, 0.4482, -1.7976], [4.1418, 0.1160, -0.0627], [-0.8488, 1.6657, 0.1386], [0.2416, 3.0148, 0.1499]],
  "lowdin_charge": [0.04, -0.28, 0.06, 0.03, -0.06, -0.14, 0.10, -0.14, 0.14, -0.12, 0.14, 0.11, 0.11, 0.11, 0.08, 0.14, 0.06, 0.08, 0.08, 0.08, 0.20, 0.08, 0.11],
  "fmax_ev_per_a": 1.10,
  "de_lowest_kj_mol": 122.3,
  "total_charge": 1,
  "homo_lumo_gap_ev": 9.18
}



{
  "formula": "C6H13N4",
  "method": "ωB97M-V/def2-TZVPD",
  "symbols": ["C", "C", "C", "C", "C", "C", "N", "N", "N", "N", "H", "H", "H", "H", "H", "H", "H", "H", "H", "H", "H", "H", "H"],
  "coordinates": [[-2.4980, -0.6890, 1.1857], [-0.9322, 2.1209, -1.0122], [-1.6373, -1.4428, 0.4308], [-1.1441, -1.2752, -0.8578], [2.2685, -1.4317, -0.4743], [0.6380, 0.4068, -0.6812], [-0.8000, -1.2410, -1.9382], [-0.3267, 1.1588, -0.1398], [1.4013, -0.3440, 0.0473], [1.2418, -0.2162, 1.4284], [-2.8955, -0.8518, 2.1806], [-2.7228, 0.3560, 1.0606], [-0.3071, 2.6665, -1.6053], [-1.7807, 1.6722, -1.5689], [-1.3975, -2.4798, 0.7514], [2.1197, -2.2780, 0.1609], [2.3786, -1.3732, -1.5676], [3.4541, -1.2858, -0.2888], [0.8232, 0.5332, -1.7069], [-1.5910, 2.7381, -0.3821], [-0.6868, 0.9388, 0.7973], [2.1345, -0.5594, 1.9542], [1.2209, 0.8275, 1.5264]],
  "lowdin_charge": [0.09, -0.04, -0.13, -0.28, 0.01, -0.18, 0.23, -0.02, -0.21, 0.10, 0.08, 0.06, 0.07, 0.11, 0.13, 0.08, 0.11, 0.14, 0.14, 0.11, 0.12, 0.16, 0.12],
  "fmax_ev_per_a": 5.46,
  "de_lowest_kj_mol": 388.5,
  "total_charge": 1,
  "homo_lumo_gap_ev": 9.60
}



{
  "formula": "C6H13N4S",
  "method": "ωB97M-V/def2-TZVPD",
  "symbols": ["C", "N", "N", "C", "S", "N", "C", "C", "N", "C", "C", "H", "H", "H", "H", "H", "H", "H", "H", "H", "H", "H", "H", "H"],
  "coordinates": [[-0.1813, -2.7089, 0.2116], [0.4984, -1.4110, -0.0152], [1.8797, -1.4173, -0.0760], [2.3387, -0.1157, -0.1030], [3.9283, 0.2739, 0.1243], [1.2279, 0.6830, -0.1594], [1.3959, 2.0626, -0.4467], [0.1161, -0.0499, -0.0056], [-1.0760, 0.4637, -0.0312], [-2.2513, -0.2957, -0.5396], [-1.4762, 1.5977, 0.7891], [-0.1767, -2.8947, 1.3382], [0.4290, -3.3500, -0.4054], [-1.1987, -2.6104, -0.0206], [2.3577, -2.2079, -0.3427], [1.2347, 2.1197, -1.4994], [0.6107, 2.6336, 0.1946], [2.4144, 2.5401, -0.3086], [-2.8536, -0.3967, 0.3949], [-2.6835, 0.3765, -1.2521], [-1.8000, -1.0970, -1.0152], [-1.9878, 2.3803, 0.2401], [-2.1716, 1.2627, 1.5024], [-0.5746, 2.1615, 1.4253]],
  "lowdin_charge": [0.05, -0.04, 0.09, -0.79, 0.71, -0.04, -0.02, -0.20, -0.12, 0.04, -0.03, 0.14, 0.10, 0.05, 0.13, 0.10, 0.10, 0.10, 0.13, 0.10, 0.06, 0.10, 0.07, 0.16],
  "fmax_ev_per_a": 4.00,
  "de_lowest_kj_mol": 205.3,
  "total_charge": 1,
  "smiles": "Cn1[nH]c(=S)n(C)c1=[N+](C)C",
  "homo_lumo_gap_ev": 8.71
}



{
  "formula": "C6H13NO",
  "method": "ωB97M-V/def2-TZVPD",
  "symbols": ["C", "N", "C", "C", "C", "C", "C", "H", "H", "H", "H", "H", "H", "H", "H", "H", "H", "H", "H", "H", "O"],
  "coordinates": [[0.4486, 1.5678, -0.0707], [-0.5291, 0.7208, 0.7303], [-0.6411, -0.5239, 0.0727], [-1.1897, -0.8821, -1.1804], [-2.0626, 0.0309, -2.0209], [1.0932, -1.7616, 1.2245], [-0.1938, -1.4977, 1.0118], [0.2214, 1.9369, -1.1723], [1.4073, 1.0761, -0.2012], [0.5590, 2.4530, 0.5522], [-1.4193, 1.1690, 0.9697], [-1.2076, -1.9171, -1.4724], [-1.6202, 1.0507, -2.0597], [-3.1697, -0.0570, -1.5813], [-2.2104, -0.1698, -3.0852], [1.4442, -2.3941, 1.9491], [1.8854, -1.4675, 0.5449], [-0.9354, -2.0269, 1.7171], [2.0876, 0.5688, 1.4268], [3.2085, 1.1709, 0.9516], [2.8236, 0.9528, 1.6934]],
  "lowdin_spin": [0.05, 0.04, 0.21, 0.24, 0.06, 0.06, 0.13, 0.01, 0.00, 0.02, 0.02, 0.04, 0.01, 0.03, 0.00, 0.01, 0.01, 0.05, 0.00, 0.00, 0.01],
  "fmax_ev_per_a": 8.20,
  "multiplicity": 2,
  "de_lowest_kj_mol": 382.6,
  "total_charge": -1,
  "homo_lumo_gap_ev": [3.23, 7.24],
  "s_squared": 0.754
}